[1]
Molecular formula: C29H42Cl3N3NaO2P2
Method: DFT, ωB97M-V with the def2-TZVPD basis set

Element x y z (Å)
Na -0.73 0.49 0.84
C 0.33 4.27 -2.72
C -0.05 3.44 -1.50
C 1.08 3.46 -0.46
P -0.59 1.68 -1.70
C -2.08 1.75 -2.80
C -2.95 0.53 -2.48
C -1.91 1.88 -4.30
C 0.76 0.85 -2.62
C 1.25 1.27 -3.86
C 2.31 0.65 -4.51
C 2.91 -0.43 -3.87
C 2.46 -0.88 -2.65
C 1.36 -0.28 -1.97
N 0.95 -0.69 -0.72
C 1.11 -2.00 -0.36
C 0.97 -3.09 -1.26
C 1.06 -4.40 -0.84
C 1.29 -4.72 0.50
C 1.41 -3.67 1.40
C 1.32 -2.32 1.02
P 1.31 -0.88 2.17
C 1.17 -1.57 3.90
C -0.11 -2.39 4.10
C 2.41 -2.26 4.48
C 3.07 -0.29 2.18
C 3.18 0.89 3.16
C 3.56 0.13 0.80
H 0.52 5.31 -2.40
H -0.45 4.30 -3.48
H 1.25 3.91 -3.18
H -0.94 3.87 -1.02
H 1.95 2.90 -0.83
H 0.76 3.03 0.49
H 1.41 4.49 -0.28
H -2.61 2.64 -2.41
H -2.42 -0.39 -2.76
H -3.88 0.55 -3.05
H -3.19 0.46 -1.42
H -1.38 1.02 -4.71
H -1.37 2.78 -4.60
H -2.90 1.92 -4.79
H 0.78 2.12 -4.34
H 2.66 1.01 -5.47
H 3.76 -0.92 -4.33
H 2.96 -1.72 -2.17
H 0.79 -2.87 -2.30
H 0.95 -5.20 -1.57
H 1.37 -5.74 0.84
H 1.58 -3.91 2.44
H 1.02 -0.65 4.46
H -0.12 -3.32 3.53
H -0.99 -1.81 3.81
H -0.21 -2.66 5.16
H 2.83 -3.02 3.83
H 2.16 -2.74 5.43
H 3.21 -1.54 4.69
H 3.70 -1.11 2.53
H 2.51 1.70 2.86
H 4.20 1.29 3.15
H 2.94 0.62 4.19
H 2.95 0.93 0.38
H 3.53 -0.69 0.08
H 4.59 0.49 0.87
N -2.04 -1.75 0.22
C -3.45 -1.96 0.58
C -3.70 -1.46 2.01
C -3.06 -0.10 2.15
O -3.79 0.84 1.56
O -1.97 0.05 2.67
H -1.85 -2.00 -0.74
H -1.42 -2.32 0.79
H -3.78 -3.00 0.51
H -4.06 -1.37 -0.10
H -3.23 -2.12 2.74
H -4.77 -1.41 2.20
Cl -5.13 3.32 2.56
C -4.29 3.11 0.98
Cl -3.80 4.71 0.37
Cl -5.46 2.42 -0.20
C -3.06 2.22 1.14
N -1.88 2.39 1.00

Values from the calculation:
HOMO in eV: -3.637
DFT total energy in a.u.: -3670.69723
HOMO-LUMO gap in eV: 5.81
Strongest force on any atom in Eh/bohr: 0.02032
ΔE to the lowest compared entry with this formula, charge and spin in kJ/mol: 49.4
Charge: -1

[2]
Molecular formula: C29H42ClCrGeNO11PS2Se
Method: DFT, ωB97M-V with the def2-TZVPD basis set

Element x y z (Å)
Cr -0.50 -0.08 -1.13
O -1.26 -1.68 -2.46
S 0.04 -1.76 -3.16
O -0.01 -1.74 -4.58
O 0.80 -0.61 -2.56
C 0.88 -3.25 -2.67
C 0.99 -4.20 -3.68
C 1.57 -5.44 -3.43
C 2.05 -5.72 -2.16
C 1.95 -4.77 -1.15
C 1.38 -3.54 -1.39
S 1.38 -2.39 -0.01
O 1.49 -3.20 1.18
O 2.46 -1.46 -0.26
O 0.03 -1.76 -0.13
H 0.60 -3.97 -4.66
H 1.65 -6.17 -4.22
H 2.49 -6.68 -1.95
H 2.31 -4.98 -0.16
C -3.92 -0.46 -4.81
C -3.42 0.31 -3.61
O -2.19 0.97 -3.99
P -1.24 1.53 -2.84
O -2.00 2.75 -2.16
C -2.51 3.87 -2.91
C -3.37 4.69 -1.98
O -0.13 2.27 -3.71
C 0.60 1.63 -4.79
C 1.08 2.71 -5.72
H -4.86 -0.96 -4.57
H -3.19 -1.22 -5.09
H -4.08 0.20 -5.65
H -3.22 -0.36 -2.77
H -4.14 1.07 -3.29
H -3.08 3.50 -3.77
H -1.66 4.45 -3.29
H -4.21 4.09 -1.62
H -3.76 5.56 -2.50
H -2.80 5.02 -1.12
H -0.06 0.92 -5.29
H 1.43 1.07 -4.35
H 0.24 3.27 -6.13
H 1.63 2.26 -6.55
H 1.75 3.40 -5.20
C 4.87 -0.94 5.25
Ge 2.95 -1.07 4.86
C 2.42 -2.92 4.54
C 1.93 -0.33 6.37
C 2.55 -0.05 3.22
Se 0.63 0.04 2.88
C 0.30 1.77 3.72
H 5.14 -1.58 6.08
H 5.14 0.09 5.51
H 5.45 -1.24 4.38
H 1.79 -3.29 5.36
H 3.29 -3.56 4.46
H 1.85 -3.01 3.61
H 2.11 -0.93 7.26
H 0.86 -0.36 6.15
H 2.22 0.70 6.59
H 2.97 -0.57 2.35
H 2.95 0.96 3.21
H 0.46 1.73 4.79
H -0.74 2.03 3.53
H 0.94 2.53 3.28
C 2.30 3.59 0.34
C 2.84 2.46 -0.24
C 2.00 1.43 -0.62
N 0.67 1.50 -0.44
C 0.15 2.60 0.12
C 0.93 3.67 0.52
H 2.94 4.41 0.65
H 3.91 2.35 -0.40
H 2.37 0.51 -1.04
H -0.93 2.63 0.23
H 0.46 4.53 0.97
Cl -3.42 -2.65 5.69
C -3.20 -1.68 4.27
C -3.52 -0.33 4.32
C -3.33 0.44 3.19
C -2.82 -0.12 2.03
C -2.50 -1.47 1.99
C -2.69 -2.26 3.12
C -2.61 0.76 0.85
O -2.94 1.93 0.81
O -1.95 0.17 -0.15
H -3.91 0.10 5.23
H -3.58 1.50 3.19
H -2.06 -1.91 1.11
H -2.43 -3.31 3.11

Values from the calculation:
HOMO (spin up / spin down) in eV: -7.549 / -7.549
DFT total energy in a.u.: -9133.54668
2S+1: 2
HOMO-LUMO gap (spin up / spin down) in eV: 6.69 / 7.26
Strongest force on any atom in Eh/bohr: 0.01602
<S²>: 0.757
ΔE to the lowest compared entry with this formula, charge and spin in kJ/mol: 0.0

What did the first record say?
Molecular formula: C29H42Cl3N3NaO2P2
Method: DFT, ωB97M-V with the def2-TZVPD basis set

Element x y z (Å)
Na -0.73 0.49 0.84
C 0.33 4.27 -2.72
C -0.05 3.44 -1.50
C 1.08 3.46 -0.46
P -0.59 1.68 -1.70
C -2.08 1.75 -2.80
C -2.95 0.53 -2.48
C -1.91 1.88 -4.30
C 0.76 0.85 -2.62
C 1.25 1.27 -3.86
C 2.31 0.65 -4.51
C 2.91 -0.43 -3.87
C 2.46 -0.88 -2.65
C 1.36 -0.28 -1.97
N 0.95 -0.69 -0.72
C 1.11 -2.00 -0.36
C 0.97 -3.09 -1.26
C 1.06 -4.40 -0.84
C 1.29 -4.72 0.50
C 1.41 -3.67 1.40
C 1.32 -2.32 1.02
P 1.31 -0.88 2.17
C 1.17 -1.57 3.90
C -0.11 -2.39 4.10
C 2.41 -2.26 4.48
C 3.07 -0.29 2.18
C 3.18 0.89 3.16
C 3.56 0.13 0.80
H 0.52 5.31 -2.40
H -0.45 4.30 -3.48
H 1.25 3.91 -3.18
H -0.94 3.87 -1.02
H 1.95 2.90 -0.83
H 0.76 3.03 0.49
H 1.41 4.49 -0.28
H -2.61 2.64 -2.41
H -2.42 -0.39 -2.76
H -3.88 0.55 -3.05
H -3.19 0.46 -1.42
H -1.38 1.02 -4.71
H -1.37 2.78 -4.60
H -2.90 1.92 -4.79
H 0.78 2.12 -4.34
H 2.66 1.01 -5.47
H 3.76 -0.92 -4.33
H 2.96 -1.72 -2.17
H 0.79 -2.87 -2.30
H 0.95 -5.20 -1.57
H 1.37 -5.74 0.84
H 1.58 -3.91 2.44
H 1.02 -0.65 4.46
H -0.12 -3.32 3.53
H -0.99 -1.81 3.81
H -0.21 -2.66 5.16
H 2.83 -3.02 3.83
H 2.16 -2.74 5.43
H 3.21 -1.54 4.69
H 3.70 -1.11 2.53
H 2.51 1.70 2.86
H 4.20 1.29 3.15
H 2.94 0.62 4.19
H 2.95 0.93 0.38
H 3.53 -0.69 0.08
H 4.59 0.49 0.87
N -2.04 -1.75 0.22
C -3.45 -1.96 0.58
C -3.70 -1.46 2.01
C -3.06 -0.10 2.15
O -3.79 0.84 1.56
O -1.97 0.05 2.67
H -1.85 -2.00 -0.74
H -1.42 -2.32 0.79
H -3.78 -3.00 0.51
H -4.06 -1.37 -0.10
H -3.23 -2.12 2.74
H -4.77 -1.41 2.20
Cl -5.13 3.32 2.56
C -4.29 3.11 0.98
Cl -3.80 4.71 0.37
Cl -5.46 2.42 -0.20
C -3.06 2.22 1.14
N -1.88 2.39 1.00

Values from the calculation:
HOMO in eV: -3.637
DFT total energy in a.u.: -3670.69723
HOMO-LUMO gap in eV: 5.81
Strongest force on any atom in Eh/bohr: 0.02032
ΔE to the lowest compared entry with this formula, charge and spin in kJ/mol: 49.4
Charge: -1